[1]
This record from the OMol25 dataset describes a cluster of 3 separate species, C21H37Cl4N3O4P in total. The level of theory is ωB97M-V/def2-TZVPD.

XYZ file:
```
70
Properties=species:S:1:pos:R:3:forces:R:3
H 6.660 0.631 -2.917 0.0 0.0 -0.1
H -2.400 -1.282 7.728 0.0 -0.1 -0.1
O -0.288 2.628 -3.814 -0.2 0.4 0.3
C -2.163 3.342 -5.059 0.0 0.3 -0.2
C 0.195 -3.199 -3.381 0.1 -0.1 -0.1
N 1.940 1.574 -1.196 -0.3 -0.6 -0.1
H 1.115 -2.515 1.261 0.0 0.0 0.0
C 1.035 2.565 -1.800 -0.6 0.5 0.6
Cl 4.428 0.630 -3.677 0.0 0.0 0.0
C -3.059 1.097 4.717 0.0 -0.4 -0.1
C -1.852 -2.202 7.515 0.0 0.4 0.1
Cl -0.104 -1.701 -2.440 0.1 0.0 0.2
O 0.976 -0.271 4.705 -0.2 0.1 -0.2
H 0.295 -2.370 7.782 0.0 0.0 -0.1
C -3.366 3.069 -5.681 -0.2 0.0 -0.2
H -2.742 1.822 5.464 -0.1 0.0 0.0
C -0.413 -1.882 7.115 0.0 -0.1 0.5
H -0.482 -0.527 1.434 0.0 0.0 -0.1
H 6.452 -0.811 -0.947 -0.1 0.1 0.1
C 5.623 -0.739 -1.647 0.1 0.0 -0.2
H 0.708 -3.308 3.597 -0.1 0.0 0.0
H -1.471 0.252 -3.862 -0.2 0.0 -0.2
C -0.410 -3.106 -4.757 0.0 0.0 0.0
H 2.345 0.864 -1.795 0.0 0.1 -0.1
H -1.883 -2.799 8.426 0.0 -0.1 -0.1
C 0.219 -2.419 3.194 0.0 0.0 -0.1
P -0.045 -1.330 4.607 0.5 -0.1 0.4
H 5.631 -1.607 -2.298 0.0 0.0 0.0
H 0.776 0.294 2.369 0.2 0.0 -0.1
H -3.738 1.571 4.010 0.1 0.2 0.0
H 0.584 4.166 -0.277 0.2 0.0 -0.2
C 0.044 1.836 -2.707 0.3 -0.3 -0.2
N 0.834 2.250 0.574 -1.3 -0.6 -0.4
Cl 4.110 -0.802 -0.692 0.1 -0.2 0.2
C 1.104 -1.812 2.102 0.1 -0.3 -0.1
H -0.208 -0.813 7.178 0.0 0.0 -0.2
H 5.561 1.411 -1.769 0.0 0.0 0.0
H -2.122 0.330 2.934 0.0 -0.2 0.0
O -0.104 -2.378 5.787 -0.1 0.2 -0.1
C 0.599 -0.467 1.606 -0.3 -0.1 0.1
C -2.005 1.034 -4.392 0.1 0.0 0.3
H -0.108 -3.975 -5.339 0.0 0.0 0.0
H -1.006 1.144 4.050 0.1 -0.1 0.0
C -3.904 1.791 -5.652 -0.2 -0.2 -0.1
H -2.374 -2.716 6.711 0.1 -0.1 0.0
C 0.333 3.137 -0.526 0.6 0.5 0.4
H -3.622 -0.229 -4.972 0.0 0.0 -0.1
H -4.856 1.577 -6.121 0.0 0.1 0.0
H -0.222 -4.026 -2.814 -0.1 0.0 0.0
C 1.348 1.160 -0.049 0.4 0.6 -0.2
H -3.621 0.299 5.206 0.0 0.1 0.0
C 5.695 0.551 -2.420 0.1 0.0 0.0
H 1.639 -0.789 -0.260 -0.1 -0.1 0.2
N 1.247 -0.085 0.353 0.5 0.5 0.2
H 0.507 0.897 -3.034 0.0 0.1 -0.1
C -3.219 0.776 -5.011 0.0 -0.1 0.1
C -1.491 2.322 -4.414 0.1 -0.2 0.0
C -1.870 0.479 3.988 -0.2 0.5 0.0
H -1.752 4.344 -5.090 0.1 -0.1 0.1
H -0.853 1.559 -2.136 0.0 0.0 0.0
H 2.132 -1.723 2.456 -0.1 0.1 0.0
H 1.529 3.383 -2.319 0.3 -0.3 -0.2
H -0.090 -2.206 -5.275 0.0 0.0 0.0
H -0.754 3.098 -0.595 0.0 -0.2 -0.1
H -0.746 -2.731 2.788 0.0 0.0 0.1
H 0.158 2.076 1.306 0.1 0.0 0.1
Cl -2.189 -3.098 -4.692 0.0 0.0 0.0
O -1.543 -0.781 4.584 0.0 0.0 -0.1
H 1.274 -3.321 -3.450 0.0 0.1 0.0
H -3.899 3.856 -6.198 0.0 0.1 0.0
```
Positions in Å, forces in eV/Å.

The frontier orbital gap is 8.80 eV. As for the charge: +1. The calculation puts the LUMO energy at -2.1 eV.

[2]
This record from the OMol25 dataset describes a structure of composition C21H37CsN3O5Si3. The level of theory is ωB97M-V/def2-TZVPD.

XYZ file:
```
70
Properties=species:S:1:pos:R:3:forces:R:3
C 11.799 6.179 10.650 -0.8 -0.2 -0.9
H 4.565 6.777 8.684 0.7 0.4 -0.1
H 11.173 5.689 6.431 -0.2 0.5 0.9
H 7.017 10.821 7.048 -0.1 -1.3 -0.8
O 7.329 12.013 11.600 -0.9 0.4 1.0
Cs 7.587 8.599 11.207 -0.1 0.3 0.0
H 11.650 9.917 5.938 -0.7 -0.8 -0.3
C 5.446 8.456 7.575 0.4 -0.1 0.6
H 11.456 8.343 5.034 0.3 -0.2 -0.4
C 9.810 11.427 7.877 0.7 -0.4 1.1
H 9.735 6.394 7.153 -0.6 0.2 -0.2
N 6.751 8.766 7.431 1.0 -0.4 -0.5
O 10.375 8.402 11.774 0.4 -0.7 0.4
H 9.969 11.262 6.821 -0.2 0.1 -0.3
C 7.510 7.827 8.042 -1.2 -1.0 0.5
H 10.112 8.897 5.991 -0.3 0.5 -0.3
C 13.539 7.590 7.389 0.2 -0.5 -0.1
C 5.796 12.362 14.851 -0.3 -0.7 1.2
C 11.141 8.855 9.097 0.5 -0.9 -1.3
N 6.722 6.898 8.647 0.7 2.0 -1.0
C 6.045 9.622 14.675 0.4 0.5 -2.0
C 12.764 11.473 8.487 0.3 1.4 -0.2
H 13.921 6.788 8.072 -0.4 0.5 -0.5
C 6.104 8.099 14.547 0.5 0.8 -0.2
H 10.941 5.552 10.368 -0.1 0.4 0.2
C 5.705 10.148 15.884 -0.7 2.0 0.6
H 4.752 9.105 7.103 -0.8 0.0 0.0
H 9.909 8.553 13.849 0.7 -1.1 -1.3
H 10.841 5.634 8.210 0.3 -0.1 0.0
H 8.893 10.940 8.241 0.1 0.5 -0.2
O 6.097 7.622 15.680 -0.1 -1.7 0.4
H 5.360 11.899 17.027 0.2 0.1 -1.9
C 6.561 12.440 12.450 1.0 -0.5 -1.6
C 6.173 11.722 13.687 0.5 0.0 0.5
Si 11.660 7.969 7.551 0.1 -0.3 0.3
H 12.057 5.916 11.651 0.2 -0.3 1.0
H 11.270 10.770 11.431 -0.2 0.6 -0.2
O 6.190 7.612 13.400 -0.2 -0.3 0.3
H 8.263 9.796 6.512 1.1 -0.4 -0.3
H 13.081 11.162 7.474 0.1 0.3 0.4
H 6.760 9.757 5.603 -0.4 -0.2 -0.8
H 13.157 9.558 11.772 0.6 -0.2 0.0
Si 11.182 10.637 8.986 -0.9 0.4 0.0
H 12.568 12.605 8.506 0.4 -1.5 -0.2
O 5.948 13.620 12.305 -0.1 0.9 -0.7
C 10.761 11.367 10.650 1.0 0.6 0.7
N 6.341 10.423 13.620 -0.5 -1.7 0.1
C 5.574 11.541 15.960 0.1 -0.1 1.8
H 5.730 13.417 14.943 -0.1 0.7 -0.1
C 10.414 7.838 13.083 -0.8 1.5 0.8
H 11.418 7.680 13.398 1.1 0.2 0.4
Si 11.623 8.067 10.614 -0.8 -0.7 0.6
H 13.552 11.246 9.229 -0.2 0.1 -0.4
H 13.738 7.283 6.343 -0.1 -0.2 0.4
H 6.209 13.995 11.426 -0.1 -0.5 1.0
H 12.592 5.798 10.024 0.6 0.1 -0.3
H 14.019 8.323 10.705 -0.1 0.6 0.1
H 10.977 12.456 10.778 0.1 -0.8 -0.1
H 9.985 6.848 13.219 -0.7 -0.1 -0.6
H 5.489 9.543 16.749 0.2 -0.2 -0.2
H 8.592 7.916 8.048 -0.1 -0.2 0.2
C 13.247 8.506 11.468 -0.5 0.9 -1.5
H 9.720 11.267 10.844 -1.1 -0.2 0.2
H 13.505 7.858 12.260 0.1 -0.6 1.3
C 7.210 9.799 6.565 -0.3 2.6 1.6
C 5.452 7.351 8.366 -1.3 -1.7 0.3
C 11.193 8.893 5.918 0.6 0.5 1.6
H 9.854 12.491 8.154 -0.4 -0.2 -0.3
C 10.790 6.266 7.325 0.8 -0.2 -0.7
H 14.198 8.444 7.547 -0.2 0.3 0.2
```
Positions in Å, forces in eV/Å.

The frontier orbital gap is 6.14 eV. As for the charge: -1. The calculation puts the LUMO energy at 1.8 eV.

[3]
This record from the OMol25 dataset describes a structure of composition C21H37MgN4O8P2S2. The level of theory is ωB97M-V/def2-TZVPD.

XYZ file:
```
75
Properties=species:S:1:pos:R:3:forces:R:3
H 1.715 -3.351 -1.446 0.0 0.0 0.0
H -0.231 -3.854 4.311 0.0 0.0 0.0
C -2.920 -1.855 -3.550 0.1 0.0 0.0
O -1.354 -0.737 0.567 0.4 -0.3 -0.4
H 4.254 0.415 -0.627 0.0 0.0 0.1
N 4.981 2.606 1.307 0.0 0.1 -0.1
H -2.900 -2.204 -4.582 0.0 0.0 -0.1
C -0.232 -3.828 -0.653 -0.3 -0.1 0.0
O -1.802 -0.521 -1.903 -0.2 0.0 0.0
Mg -0.199 0.215 2.067 0.1 0.3 0.5
C -1.727 -0.962 -3.277 0.1 0.0 0.0
H -1.158 3.200 -3.719 0.0 -0.1 0.0
H -2.603 0.846 -4.047 -0.1 0.0 0.0
H -2.581 2.214 -1.840 0.0 0.0 -0.1
C -0.995 -1.937 3.920 -0.4 0.0 0.2
C 3.313 2.115 -1.581 0.1 0.3 0.1
H 1.525 -1.045 -0.591 0.1 0.0 0.0
H -2.606 3.830 -1.115 0.0 0.0 0.0
H -1.057 4.770 -2.927 0.0 0.1 0.0
C 2.895 2.604 -2.955 0.0 0.0 -0.1
S 2.306 0.169 1.461 0.1 -0.3 0.0
O 0.753 -2.596 2.692 0.2 0.0 -0.2
S 0.620 1.722 4.002 0.1 0.0 -0.1
C 2.798 1.634 2.285 -0.1 0.1 0.0
C 3.947 0.741 -1.617 0.0 0.0 0.0
H -0.850 0.911 -3.857 0.0 0.0 0.0
H -0.472 -4.551 -1.442 0.0 0.1 0.1
C -1.050 -3.232 4.669 0.1 -0.1 0.0
C 1.270 -3.724 -0.521 0.0 0.0 0.0
C -1.682 0.274 -4.150 0.0 -0.1 0.0
H 0.422 3.897 -3.342 0.0 0.0 0.0
H -2.928 -1.943 5.732 0.0 0.0 0.0
C 0.801 -0.396 -1.070 0.1 0.0 0.0
H 0.979 -0.375 -2.148 0.0 0.0 0.0
H 3.276 -0.007 -2.038 -0.1 -0.1 -0.1
O 0.045 1.774 0.728 0.2 -0.3 -0.2
N -1.944 0.152 3.368 -0.1 -0.1 0.2
C -0.600 3.783 -2.987 0.0 0.1 0.0
H 4.037 2.810 -1.147 0.0 -0.1 -0.1
H -1.988 -3.769 4.514 -0.1 0.0 0.0
O -2.836 1.165 3.758 0.0 0.0 -0.1
H -3.881 -0.604 5.057 0.0 0.0 0.0
C -2.883 -0.936 5.332 0.0 0.1 0.0
P -0.846 -1.087 -0.784 -0.1 0.3 0.3
H -0.804 -1.537 -3.409 -0.1 0.0 0.0
H 3.748 2.539 -3.632 0.0 0.0 0.0
O -0.827 -2.605 -1.185 0.2 0.0 -0.2
H 1.550 -3.095 0.325 0.0 0.0 0.1
H -0.694 -3.548 1.432 0.1 0.1 0.1
N 3.156 4.362 4.355 0.0 0.1 0.0
H 2.080 2.005 -3.361 0.0 -0.1 0.0
H -2.913 -2.716 -2.886 0.0 0.0 0.0
H 4.825 0.797 -2.261 0.1 0.0 0.0
C -2.066 2.883 -1.151 0.0 0.1 0.0
H -1.567 -0.012 -5.196 0.0 0.0 0.0
C -0.959 -4.213 0.618 0.1 -0.1 -0.1
P 0.918 1.338 -0.421 -0.7 0.4 -0.4
C 4.002 2.212 1.773 0.0 -0.1 0.1
C 2.116 2.229 3.305 0.0 0.1 0.0
H -0.114 3.738 -0.896 0.0 0.0 0.0
C -1.954 -0.861 4.162 0.0 0.1 -0.1
H -2.524 -0.264 6.114 0.0 0.0 0.0
H -3.843 -1.299 -3.390 -0.1 0.0 0.0
C -0.642 3.114 -1.624 0.0 0.1 0.0
H -2.070 2.431 -0.163 0.0 0.0 0.0
O 2.207 2.229 -0.663 -0.1 -0.3 0.3
H -0.929 -3.085 5.744 0.0 0.0 0.0
C 2.705 3.417 3.878 -0.1 -0.1 0.0
H -2.492 1.942 3.295 0.0 -0.1 0.1
H 2.567 3.642 -2.913 0.0 0.0 0.0
O 0.037 1.860 -1.727 0.2 -0.3 0.0
H 1.668 -4.724 -0.345 0.0 0.0 0.1
H -0.667 -5.224 0.902 0.0 -0.1 0.0
N -0.093 -1.690 3.011 0.1 -0.2 0.0
H -2.035 -4.198 0.456 -0.1 0.0 0.0
```
Positions in Å, forces in eV/Å.

The frontier orbital gap is 6.38 eV. As for the charge: -1. The calculation puts the LUMO energy at 2.3 eV.

E_HOMO, record by record: -10.89, -4.30, -4.12 eV
Energy above the lowest of the compared OMol25 structures with the same formula, charge and spin, record by record: 0.0000, 0.3793, 1.2705 eV